Density functional theory data (ωB97M-V/def2-TZVPD) for a single C12H12P2 molecule at a distorted geometry.

Results
- SMILES: [H]/P=C1\CC=CCC(c2ccccc2)=P1
- Total energy: -1146.99350 hartree

Each atom is followed by the atoms it is bonded to, with distances in Å.
Element x y z (Å)
1 C -4.20 -1.68 -0.16  C2 1.352, C3 1.416, H15 1.107
2 C -3.77 -0.45 -0.53  C1 1.352, C4 1.349, H16 1.091
3 C -3.17 -2.46 0.42  C1 1.416, C5 1.372, H17 1.097
4 C -2.52 0.04 -0.39  C2 1.349, C6 1.395, H18 1.126
5 C -1.86 -2.04 0.44  C3 1.372, C6 1.378, H19 1.136
6 C -1.48 -0.78 0.05  C4 1.395, C5 1.378, C9 1.482
7 C 1.49 1.70 0.82  C8 1.337, C11 1.505, H20 1.103
8 C 2.77 1.44 0.53  C7 1.337, C12 1.536, H21 1.089
9 C -0.11 -0.22 0.15  C6 1.482, C11 1.511, P14 1.775
10 C 3.11 -0.87 -0.43  C12 1.534, P13 1.683, P14 2.070
11 C 0.23 1.26 0.13  C7 1.505, C9 1.511, H22 1.159, H23 1.160
12 C 3.22 0.64 -0.70  C8 1.536, C10 1.534, H24 1.113, H25 1.049
13 P 4.14 -2.18 -0.21  C10 1.683, H26 1.403
14 P 1.18 -1.44 0.06  C9 1.775, C10 2.070
15 H -5.13 -2.18 -0.48  C1 1.107
16 H -4.37 0.27 -1.09  C2 1.091
17 H -3.23 -3.52 0.71  C3 1.097
18 H -2.33 1.00 -0.93  C4 1.126
19 H -1.18 -2.89 0.76  C5 1.136
20 H 1.45 2.43 1.64  C7 1.103
21 H 3.49 1.68 1.32  C8 1.089
22 H -0.73 1.62 0.67  C11 1.159
23 H 0.07 1.70 -0.93  C11 1.160
24 H 2.48 0.75 -1.53  C12 1.113
25 H 4.25 0.66 -0.91  C12 1.049
26 H 5.38 -1.56 -0.46  P13 1.403